# 1
{"formula": "C27H22AuN6O2P", "method": "ωB97M-V with the def2-TZVPD basis set", "species": ["Au", "O", "C", "O", "C", "C", "C", "C", "C", "C", "P", "C", "C", "C", "C", "C", "C", "C", "C", "C", "C", "C", "C", "H", "H", "H", "H", "H", "H", "H", "H", "H", "H", "H", "H", "H", "H", "N", "C", "N", "C", "N", "N", "C", "N", "C", "C", "C", "C", "C", "N", "H", "H", "H", "H", "H", "H", "H", "H"], "coordinates": [[-0.108, 0.239, -1.760], [3.442, 1.196, -2.765], [2.855, 0.361, -2.104], [1.798, -0.222, -2.565], [3.295, -0.059, -0.679], [4.604, 0.299, -0.321], [5.186, -0.091, 0.875], [4.535, -0.894, 1.766], [3.231, -1.220, 1.483], [2.589, -0.729, 0.309], [0.805, -1.058, 0.090], [0.792, -2.868, 0.104], [0.626, -3.511, -1.107], [0.927, -4.847, -1.245], [1.264, -5.538, -0.085], [1.159, -4.953, 1.225], [0.937, -3.593, 1.326], [-0.050, -0.288, 1.478], [-1.408, -0.704, 1.764], [-2.241, 0.265, 2.294], [-1.801, 1.509, 2.771], [-0.445, 1.792, 2.688], [0.439, 0.860, 2.026], [5.229, 0.677, -1.103], [6.165, 0.293, 1.163], [4.973, -1.319, 2.699], [2.579, -1.808, 2.155], [0.260, -2.996, -1.961], [0.919, -5.386, -2.229], [1.533, -6.584, -0.225], [1.337, -5.584, 2.111], [0.878, -3.050, 2.280], [-1.741, -1.732, 1.518], [-3.231, -0.088, 2.614], [-2.497, 2.094, 3.290], [-0.044, 2.727, 3.095], [1.517, 1.049, 1.949], [-2.661, -1.786, -1.189], [-3.003, -0.426, -1.139], [-4.291, -0.111, -0.845], [-4.601, 1.174, -0.703], [-5.871, 1.530, -0.307], [-3.730, 2.185, -0.839], [-2.511, 1.797, -1.159], [-2.101, 0.524, -1.487], [-1.486, 2.846, -1.348], [-1.772, 4.241, -1.038], [-0.756, 5.169, -1.280], [0.482, 4.789, -1.717], [0.708, 3.428, -1.890], [-0.244, 2.511, -1.725], [-3.300, -2.462, -0.779], [-1.735, -2.109, -1.490], [-6.466, 0.757, 0.063], [-6.062, 2.508, -0.067], [-2.722, 4.435, -0.575], [-1.062, 6.210, -1.155], [1.251, 5.515, -1.975], [1.628, 3.037, -2.282]], "homo_energy_ev": [-14.40, -14.75], "s2": 2.015, "spin_multiplicity": 3, "charge": 2, "gap_ev": [7.7, 4.4]}

---

# 2
{"formula": "C5H9NO", "method": "ωB97M-V with the def2-TZVPD basis set", "species": ["N", "C", "C", "C", "C", "C", "O", "H", "H", "H", "H", "H", "H", "H", "H", "H"], "coordinates": [[0.486, 0.270, 1.565], [-0.804, -0.062, 1.178], [-1.214, 0.977, 0.147], [0.085, 1.088, -0.693], [0.913, -0.042, -0.051], [0.541, -1.365, -0.708], [-1.304, -1.157, 1.303], [0.786, -0.417, 2.271], [-2.065, 0.577, -0.398], [-1.459, 1.940, 0.594], [0.614, 2.026, -0.532], [-0.138, 1.012, -1.772], [1.129, -1.093, -1.600], [1.996, 0.037, -0.058], [0.942, -2.268, -0.228], [-0.507, -1.522, -1.017]], "e_above_lowest_kcal_mol": 44.04, "smiles": "C[C@H]1CCC(=O)N1", "homo_energy_ev": -9.54, "charge": 0, "gap_ev": 10.6}

---

# 3
{"formula": "C3H5F2N3", "method": "ωB97M-V with the def2-TZVPD basis set", "species": ["C", "C", "C", "N", "N", "N", "F", "F", "H", "H", "H", "H", "H"], "coordinates": [[1.363, -0.252, -0.914], [-2.046, -1.337, 0.293], [1.021, 1.719, 0.283], [-1.384, -1.810, 1.489], [0.847, 0.295, 0.059], [-1.500, -0.606, 1.350], [2.153, 0.229, -1.925], [-1.451, -1.425, -0.937], [1.203, -1.439, -1.027], [-3.214, -1.406, 0.234], [0.273, 2.061, -0.369], [0.785, 1.827, 1.391], [1.948, 2.142, 0.073]], "e_above_lowest_kcal_mol": 58.60, "smiles": "C/N=C\\F.FC1N=N1", "homo_energy_ev": -10.39, "charge": 0, "gap_ev": 10.9}

---

# 4
{"formula": "C16H41N3NaO2PSi3", "method": "ωB97M-V with the def2-TZVPD basis set", "species": ["Na", "C", "O", "Si", "C", "C", "C", "Si", "C", "C", "C", "Si", "C", "C", "C", "H", "H", "H", "H", "H", "H", "H", "H", "H", "H", "H", "H", "H", "H", "H", "H", "H", "H", "H", "H", "H", "H", "H", "H", "H", "H", "H", "O", "H", "H", "C", "N", "C", "N", "C", "N", "C", "P", "C", "C", "H", "H", "H", "H", "H", "H", "H", "H", "H", "H", "H", "H"], "coordinates": [[-0.768, -0.942, -1.235], [-3.598, -0.159, 0.189], [-2.280, 0.013, -0.259], [-1.457, 1.490, 0.029], [-2.737, 2.900, -0.197], [-1.052, 1.381, 1.887], [-0.040, 1.361, -1.174], [1.502, 2.226, -0.548], [2.817, 2.526, -1.905], [1.304, 3.933, 0.301], [2.404, 1.125, 0.744], [-0.579, 1.809, -2.916], [0.603, 1.128, -4.266], [-0.853, 3.663, -3.317], [-2.202, 0.887, -3.333], [-4.259, 0.595, -0.241], [-3.671, -0.084, 1.278], [-3.955, -1.143, -0.115], [-3.560, 2.882, 0.513], [-3.165, 2.850, -1.193], [-2.252, 3.867, -0.112], [-1.928, 1.175, 2.494], [-0.602, 2.293, 2.255], [-0.345, 0.576, 2.047], [2.438, 3.204, -2.660], [3.117, 1.609, -2.401], [3.711, 2.974, -1.484], [0.808, 4.639, -0.357], [2.262, 4.363, 0.581], [0.707, 3.851, 1.203], [2.615, 0.131, 0.355], [1.795, 1.005, 1.632], [3.347, 1.564, 1.054], [1.590, 1.565, -4.196], [0.221, 1.355, -5.256], [0.706, 0.048, -4.196], [0.067, 4.215, -3.156], [-1.603, 4.091, -2.663], [-1.168, 3.843, -4.340], [-2.059, -0.193, -3.307], [-2.571, 1.142, -4.320], [-2.979, 1.137, -2.625], [1.151, -1.259, -1.783], [2.048, -1.424, -2.089], [1.114, -0.277, -1.636], [-0.085, -3.348, 3.811], [-0.792, -3.772, 2.614], [-0.042, -4.850, 1.990], [1.333, -4.497, 1.685], [1.979, -4.054, 2.910], [1.289, -2.953, 3.558], [1.368, -1.742, 2.767], [0.580, -1.864, 1.062], [-0.992, -2.666, 1.699], [1.414, -3.495, 0.642], [-0.073, -4.189, 4.514], [-0.622, -2.510, 4.264], [-0.547, -5.153, 1.068], [-0.025, -5.697, 2.685], [3.005, -3.753, 2.687], [1.996, -4.899, 3.606], [2.423, -1.469, 2.644], [0.882, -0.932, 3.321], [-1.570, -3.020, 0.834], [-1.582, -1.895, 2.202], [2.470, -3.297, 0.425], [0.947, -3.886, -0.271]], "homo_energy_ev": -7.41, "charge": 0, "gap_ev": 7.3}

---

# 5
{"formula": "C24H41As2ClINPRb", "method": "ωB97M-V with the def2-TZVPD basis set", "species": ["Rb", "C", "As", "C", "C", "C", "C", "C", "C", "C", "As", "C", "C", "H", "H", "H", "H", "H", "H", "H", "H", "H", "H", "H", "H", "H", "H", "H", "H", "Cl", "I", "C", "C", "C", "C", "C", "N", "H", "H", "H", "H", "C", "C", "C", "P", "C", "C", "C", "C", "C", "C", "H", "H", "H", "H", "H", "H", "H", "H", "H", "H", "H", "H", "H", "H", "H", "H", "H", "H", "H", "H", "H"], "coordinates": [[-0.004, 1.281, 0.245], [4.672, 2.050, 1.508], [3.392, 1.247, 0.232], [4.231, 2.001, -1.376], [4.190, -0.542, 0.043], [5.561, -0.740, 0.156], [6.123, -1.996, 0.019], [5.311, -3.095, -0.205], [3.946, -2.910, -0.317], [3.374, -1.648, -0.213], [1.436, -1.465, -0.452], [1.179, -2.834, -1.862], [0.951, -2.516, 1.145], [5.667, 2.183, 1.079], [4.749, 1.448, 2.416], [4.300, 3.036, 1.784], [5.280, 1.701, -1.421], [4.173, 3.090, -1.346], [3.726, 1.648, -2.274], [6.208, 0.104, 0.362], [7.194, -2.122, 0.103], [5.739, -4.085, -0.296], [3.308, -3.772, -0.484], [1.024, -3.839, -1.469], [2.044, -2.834, -2.524], [0.307, -2.558, -2.459], [1.381, -3.520, 1.111], [-0.132, -2.588, 1.228], [1.332, -1.997, 2.029], [-1.201, 3.586, 1.114], [0.886, 3.385, -2.779], [1.337, 4.456, -1.007], [1.189, 5.828, -0.979], [1.410, 6.455, 0.238], [1.742, 5.686, 1.341], [1.883, 4.318, 1.175], [1.718, 3.719, 0.007], [0.895, 6.382, -1.859], [1.293, 7.525, 0.319], [1.874, 6.136, 2.311], [2.119, 3.664, 2.006], [-2.411, -3.596, -0.637], [-3.031, -2.726, 0.459], [-4.462, -3.176, 0.747], [-2.609, -0.925, 0.069], [-3.376, -0.580, -1.620], [-4.751, -1.141, -1.978], [-3.327, 0.929, -1.859], [-3.572, 0.105, 1.312], [-5.098, 0.153, 1.260], [-3.086, -0.275, 2.714], [-2.320, -4.628, -0.298], [-1.418, -3.228, -0.899], [-3.028, -3.588, -1.532], [-2.448, -2.903, 1.377], [-5.146, -2.925, -0.056], [-4.833, -2.748, 1.673], [-4.471, -4.262, 0.863], [-2.646, -1.044, -2.304], [-5.508, -0.851, -1.259], [-4.726, -2.226, -2.051], [-5.051, -0.757, -2.953], [-4.084, 1.443, -1.271], [-3.510, 1.145, -2.910], [-2.351, 1.342, -1.587], [-3.202, 1.121, 1.109], [-5.553, -0.829, 1.345], [-5.444, 0.623, 0.344], [-5.458, 0.760, 2.091], [-3.486, -1.238, 3.030], [-3.408, 0.480, 3.429], [-1.994, -0.323, 2.747]], "e_above_lowest_kcal_mol": 2.37, "homo_energy_ev": -7.80, "charge": 0, "gap_ev": 8.0}

---

# 6
{"formula": "C4H10O3", "method": "ωB97M-V with the def2-TZVPD basis set", "species": ["C", "C", "O", "C", "C", "H", "H", "H", "H", "H", "H", "H", "H", "O", "H", "H", "O"], "coordinates": [[0.299, -1.064, 1.051], [-0.506, -0.030, 0.701], [-1.226, 0.114, -0.481], [-0.477, 1.059, 1.651], [-1.415, 2.106, 1.789], [0.340, -1.775, 0.307], [0.827, -0.994, 2.059], [-1.157, -0.751, -0.941], [0.301, 0.871, 2.470], [-2.250, 2.310, 1.146], [-1.250, 2.884, 2.460], [2.412, 0.663, -1.657], [2.857, -0.354, -0.810], [3.177, 0.476, -1.051], [-0.515, -1.520, -3.191], [-1.014, -2.729, -2.421], [-0.445, -1.968, -2.289]], "e_above_lowest_kcal_mol": 64.76, "smiles": "C=CC(=C)O.O.O", "homo_energy_ev": -8.29, "charge": 0, "gap_ev": 8.4}